The following is a DFT calculation (ωB97M-V with the def2-TZVPD basis set) of C24H24Cl2N4O4 in the gas phase.

Geometry as ORCA input:
```
! wB97M-V def2-TZVPD RIJCOSX def2/J DEFGRID3
* xyz 0 1
C 1.62 0.80 -2.84
N 0.56 -0.16 -2.54
C 0.50 -0.57 -1.20
O 1.28 -0.14 -0.38
C -0.57 -1.49 -0.99
C -1.43 -1.87 -2.01
N -2.38 -2.71 -1.55
C -2.11 -2.83 -0.26
N -1.03 -2.14 0.13
C -0.47 -2.09 1.45
C -0.64 -0.71 2.11
C -0.16 -0.79 3.57
O 1.15 -1.28 3.71
C 2.14 -0.32 4.02
C 2.43 0.68 2.93
C 2.02 2.00 3.04
C 2.31 2.93 2.06
C 3.03 2.55 0.94
C 3.45 1.24 0.80
C 3.14 0.31 1.79
Cl 3.66 -1.32 1.59
O -2.01 -0.35 2.11
C -2.31 0.97 1.71
C -2.42 1.09 0.21
C -3.43 0.38 -0.44
C -3.59 0.46 -1.81
C -2.74 1.25 -2.57
C -1.73 1.95 -1.94
C -1.57 1.87 -0.57
Cl -0.27 2.75 0.16
N -1.27 -1.42 -3.29
C -2.18 -1.87 -4.32
C -0.27 -0.53 -3.58
O -0.13 -0.08 -4.70
H 2.58 0.29 -2.85
H 1.63 1.57 -2.07
H 1.42 1.23 -3.82
H -2.68 -3.44 0.40
H -0.97 -2.84 2.06
H 0.60 -2.31 1.41
H -0.04 0.02 1.55
H -0.26 0.20 4.03
H -0.82 -1.48 4.10
H 1.86 0.22 4.94
H 3.04 -0.91 4.23
H 1.47 2.31 3.92
H 1.98 3.95 2.17
H 3.26 3.27 0.17
H 4.00 0.92 -0.07
H -3.28 1.19 2.16
H -1.57 1.67 2.10
H -4.09 -0.23 0.15
H -4.39 -0.10 -2.29
H -2.86 1.32 -3.64
H -1.06 2.57 -2.52
H -3.20 -1.70 -4.00
H -1.96 -1.31 -5.23
H -2.03 -2.94 -4.50
*
```

Summary:
SMILES string   Cn1c(=O)c2c(ncn2C[C@H](COCc2ccccc2Cl)OCc2ccccc2Cl)n(C)c1=O
Energy   -2369.400028 hartree
M   503.39 g mol⁻¹